ORCA calculation (wB97M-V/def2-TZVPD) on a cluster of 2 separate species, C3H11NO3 in total.

Output
- E_LUMO (Eh) = 0.0159
- E (eV) = -10921.207
- highest occupied orbital energy (Ha) = -0.36592
- orbital gap (eV) = 10.39
- SMILES string = NC(CO)CO.O

Cartesian coordinates (Å):
1 O 2.822 -0.338 0.116
2 O -2.201 -0.267 -2.031
3 O -1.868 0.754 0.865
4 N 0.064 -1.202 0.902
5 C 1.639 0.224 -0.416
6 C 0.498 0.147 0.607
7 C -0.656 1.085 0.218
8 H -0.872 1.008 -0.864
9 H 1.891 1.273 -0.569
10 H -0.361 2.069 0.596
11 H -1.781 0.075 1.549
12 H -1.729 -1.009 -2.431
13 H 0.714 -1.711 1.485
14 H 1.302 -0.273 -1.332
15 H 0.886 0.588 1.532
16 H -0.029 -1.770 0.067
17 H 2.731 -1.282 0.325
18 H -2.083 -0.527 -1.103



ORCA calculation (wB97M-V/def2-TZVPD) on a structure of composition C13H13N2O2PPdSe2.

Output
- charge = -2
- E_LUMO (Eh) = 0.1728
- E (eV) = -164230.925
- highest occupied orbital energy (Ha) = -0.00053
- orbital gap (eV) = 4.72

Cartesian coordinates (Å):
1 Pd -2.245 0.474 -0.181
2 Se -2.429 -1.821 0.176
3 Se 0.826 2.469 -0.354
4 P -0.046 0.480 -0.079
5 O -4.352 0.878 -0.345
6 O -5.889 2.471 -0.671
7 N -2.370 2.701 -0.542
8 N -3.721 3.040 -0.660
9 C 0.695 -0.105 1.502
10 C 2.205 -0.727 -3.298
11 C 1.261 -1.883 3.019
12 C -4.741 2.048 -0.550
13 C 2.230 -2.105 -3.171
14 C 1.298 0.794 2.373
15 C 0.627 -1.447 1.873
16 C 1.505 -2.707 -2.158
17 C 0.775 -1.947 -1.266
18 C 0.828 -0.555 -1.325
19 C 1.882 0.363 3.549
20 C 1.898 -0.986 3.858
21 C 1.522 0.038 -2.373
22 H 0.117 -2.435 -0.565
23 H 1.240 -2.938 3.263
24 H -1.817 2.896 -1.389
25 H 2.791 -2.707 -3.875
26 H 1.533 1.115 -2.463
27 H 1.491 -3.786 -2.064
28 H 0.029 -2.138 1.301
29 H 2.717 -0.243 -4.121
30 H -1.895 3.157 0.250
31 H 1.317 1.845 2.126
32 H -3.988 4.005 -0.826
33 H 2.383 -1.332 4.762
34 H 2.324 1.086 4.224



ORCA calculation (wB97M-V/def2-TZVPD) on a cluster of 2 separate species, C3H7NOSi in total.

Output
- E_LUMO (Eh) = -0.0124
- E (eV) = -14636.497
- highest occupied orbital energy (Ha) = -0.31429
- orbital gap (eV) = 8.21
- SMILES string = O=[SiH2].CC=C=N

Cartesian coordinates (Å):
1 Si -2.067 0.505 0.424
2 O -1.513 1.174 -0.798
3 N 1.332 2.155 0.468
4 C 0.896 -0.183 1.105
5 C 0.537 -1.202 0.102
6 C 0.895 1.038 0.659
7 H -3.399 -0.405 0.307
8 H 0.087 -0.762 -0.755
9 H -1.576 0.500 1.943
10 H 0.740 2.968 0.260
11 H 0.926 -0.446 2.139
12 H 1.370 -1.712 -0.219
13 H -0.276 -1.762 0.395



ORCA calculation (wB97M-V/def2-TZVPD) on an isolated molecule of C18H17ClN2O4S2.

Output
- E_LUMO (Eh) = 0.0062
- E (eV) = -64306.435
- highest occupied orbital energy (Ha) = -0.32322
- orbital gap (eV) = 8.96
- SMILES string = O=C(CCS(=O)(=O)c1ccc2c(c1)NC(=O)CS2)NCc1ccccc1Cl

Cartesian coordinates (Å):
1 Cl 3.094 -1.054 -2.242
2 S -0.775 3.119 -1.760
3 S -3.215 -2.481 -0.218
4 O -0.585 -0.637 1.693
5 O -2.957 -3.402 -1.295
6 O -2.066 4.579 1.483
7 O -4.563 -2.368 0.268
8 N -2.324 2.464 0.765
9 N 0.755 -1.061 -0.065
10 C -2.626 -0.862 -0.723
11 C 3.734 -0.488 -0.730
12 C -2.095 3.791 0.569
13 C -1.388 0.503 -2.233
14 C 4.787 0.390 1.660
15 C 3.434 0.526 1.405
16 C -2.127 -2.938 1.176
17 C -2.813 0.203 0.131
18 C 2.884 0.096 0.206
19 C -1.540 1.581 -1.370
20 C -2.248 1.438 -0.169
21 C -0.688 -2.835 0.713
22 C -1.939 4.200 -0.881
23 C 5.615 -0.187 0.713
24 C 5.090 -0.630 -0.489
25 C -0.180 -1.401 0.838
26 C -1.917 -0.730 -1.902
27 C 1.410 0.232 -0.070
28 H -2.332 -2.253 1.994
29 H -1.802 -1.590 -2.542
30 H -1.550 5.215 -0.938
31 H -2.526 2.185 1.717
32 H -0.835 0.642 -3.148
33 H -0.618 -3.187 -0.318
34 H -2.905 4.146 -1.390
35 H 1.255 0.711 -1.042
36 H 5.195 0.733 2.598
37 H 5.724 -1.083 -1.234
38 H 2.786 0.973 2.144
39 H 1.073 -1.727 -0.753
40 H 0.931 0.829 0.708
41 H -0.044 -3.461 1.337
42 H -3.369 0.064 1.044
43 H 6.672 -0.295 0.904
44 H -2.413 -3.950 1.446



ORCA calculation (wB97M-V/def2-TZVPD) on a cluster of 3 separate species, C40H68N4O5 in total.

Output
- E_LUMO (spin up / spin down) (Eh) = -0.0237 / -0.0237
- E (eV) = -58778.025
- highest occupied orbital energy (spin up / spin down) (Ha) = -0.28781 / -0.29191
- orbital gap (spin up / spin down) (eV) = 7.19 / 7.30
- spin multiplicity = 3

Cartesian coordinates (Å):
1 O 1.227 0.235 -1.351
2 O 5.398 -4.131 -3.179
3 O -4.759 4.302 0.946
4 O -5.503 -0.363 2.453
5 O -3.039 0.657 3.310
6 N 0.663 -0.651 -2.087
7 N -8.100 0.058 3.553
8 N 5.948 -5.141 -3.745
9 N -7.132 5.406 2.019
10 C 6.463 -3.437 -5.433
11 C -2.886 1.298 5.665
12 C 7.007 -5.787 -5.935
13 C 7.677 -5.847 -2.135
14 C -6.117 7.425 3.103
15 C -3.634 7.951 3.104
16 C -2.460 3.388 2.441
17 C -0.208 -1.407 0.071
18 C 0.809 3.939 2.996
19 C 5.244 -6.260 -1.687
20 C 0.874 3.186 1.663
21 C -0.902 -2.637 -1.941
22 C 8.756 -5.590 -3.184
23 C -0.365 2.350 1.337
24 C -5.384 0.832 2.633
25 C 6.328 -6.209 -2.757
26 C -4.942 3.442 1.790
27 C 2.112 -3.124 -2.520
28 C 2.489 -1.846 -3.260
29 C 6.936 -4.741 -4.801
30 C -7.779 1.381 3.179
31 C -4.702 6.850 3.146
32 C 0.349 -1.232 -4.514
33 C -3.793 2.706 2.395
34 C 0.265 -1.871 -1.302
35 C 1.947 0.512 -3.825
36 C 0.881 3.017 4.223
37 C -6.531 1.777 2.704
38 C -6.297 3.109 2.305
39 C 8.305 -4.498 -4.150
40 C -7.246 6.403 3.092
41 C -8.546 3.661 2.891
42 C 6.402 -7.607 -3.388
43 C -4.021 1.453 2.815
44 C -1.635 3.193 1.138
45 C -3.258 0.226 4.654
46 C -7.300 4.069 2.390
47 C -8.780 2.357 3.265
48 C 1.349 -0.828 -3.409
49 C 1.480 -2.789 -1.172
50 H -7.302 5.906 4.067
51 H 0.510 2.017 3.993
52 H 7.115 -3.217 -6.281
53 H 6.312 -5.520 -6.732
54 H 1.767 2.551 1.636
55 H 6.489 -8.343 -2.589
56 H -9.346 4.391 2.947
57 H 8.009 -5.822 -6.365
58 H 6.503 -2.603 -4.738
59 H -8.191 6.946 2.972
60 H 1.909 2.929 4.579
61 H -2.653 -0.671 4.790
62 H 7.259 -7.750 -4.039
63 H 0.988 3.928 0.864
64 H -1.806 1.436 5.715
65 H -4.301 -0.078 4.795
66 H 2.760 0.820 -3.173
67 H -3.467 8.262 2.070
68 H -7.395 -0.593 3.233
69 H -0.570 -2.274 0.627
70 H -4.543 6.211 2.273
71 H -0.632 -3.173 -2.847
72 H -2.632 4.457 2.598
73 H 1.173 -3.698 -0.648
74 H -6.289 5.510 1.472
75 H 3.015 -3.718 -2.367
76 H -9.760 2.043 3.606
77 H -6.261 8.041 3.998
78 H -6.201 8.103 2.247
79 H 5.494 -7.828 -3.951
80 H 7.972 -6.654 -1.460
81 H 0.592 -0.943 0.641
82 H -1.256 -3.384 -1.230
83 H -3.256 1.008 6.651
84 H -3.926 8.822 3.692
85 H -0.523 -1.759 -4.148
86 H 1.440 -3.738 -3.127
87 H 6.743 -6.790 -5.628
88 H -1.732 -1.966 -2.165
89 H -1.355 4.175 0.748
90 H 2.229 -2.298 -0.543
91 H -4.574 6.213 4.028
92 H -3.360 2.246 5.398
93 H 4.265 -6.439 -2.134
94 H 8.261 -3.552 -3.601
95 H -0.024 -0.343 -5.024
96 H -2.269 2.728 0.381
97 H 9.675 -5.271 -2.688
98 H -2.677 7.572 3.466
99 H 2.872 -2.080 -4.255
100 H -0.098 4.548 3.025
101 H 5.194 -5.337 -1.114
102 H 0.834 -1.865 -5.258
103 H -8.200 -0.034 4.556
104 H -1.895 3.005 3.292
105 H 3.311 -1.368 -2.717
106 H 2.334 0.407 -4.840
107 H 9.039 -4.363 -4.946
108 H 0.293 3.412 5.056
109 H 7.555 -4.948 -1.524
110 H 9.004 -6.507 -3.725
111 H 5.466 -7.079 -1.002
112 H 1.189 1.295 -3.822
113 H 1.640 4.650 3.031
114 H -1.025 -0.690 -0.017
115 H 5.440 -3.530 -5.799
116 H -0.156 1.791 0.421
117 H -0.563 1.616 2.125



ORCA calculation (wB97M-V/def2-TZVPD) on a structure of composition H18O9Xe.

Output
- E_LUMO (Eh) = -0.0183
- E (eV) = -27681.924
- highest occupied orbital energy (Ha) = -0.39596
- orbital gap (eV) = 10.28

Cartesian coordinates (Å):
1 Xe -0.404 0.144 1.094
2 O 1.397 -1.063 -2.003
3 O -3.743 1.854 1.363
4 O 3.164 0.982 -1.686
5 O -0.634 1.379 4.528
6 O 2.557 2.895 1.711
7 O 0.594 -3.221 -0.470
8 O 2.871 -2.678 1.345
9 O -3.789 0.150 -1.312
10 O -1.055 0.489 -2.386
11 H 3.246 0.966 -2.639
12 H -3.845 1.167 2.021
13 H 2.679 1.962 1.887
14 H -3.809 1.395 0.525
15 H -1.530 0.295 -3.194
16 H 0.537 -0.654 -2.103
17 H 2.397 0.439 -1.502
18 H 3.233 -3.352 0.768
19 H -1.297 0.700 4.656
20 H -0.779 1.401 -2.483
21 H -1.101 2.092 4.092
22 H -3.907 -0.797 -1.244
23 H 1.523 -1.558 -2.812
24 H -0.214 -3.563 -0.853
25 H 1.863 3.164 2.313
26 H -2.857 0.264 -1.494
27 H 0.822 -2.472 -1.020
28 H 2.080 -2.379 0.898



ORCA calculation (wB97M-V/def2-TZVPD) on a structure of composition C13H21CuN6O4.

Output
- charge = +1
- E_LUMO (spin up / spin down) (Eh) = -0.0917 / -0.1539
- E (eV) = -75588.799
- highest occupied orbital energy (spin up / spin down) (Ha) = -0.46690 / -0.46680
- orbital gap (spin up / spin down) (eV) = 10.21 / 8.51
- spin multiplicity = 2

Cartesian coordinates (Å):
1 Cu 0.888 0.294 -0.315
2 O 4.551 0.909 4.782
3 O 2.361 -0.913 -0.274
4 O 4.121 -1.491 0.987
5 O 5.157 -0.659 3.315
6 N -1.415 -1.384 -0.902
7 N 2.379 1.680 3.308
8 N -0.755 3.890 -1.416
9 N 1.586 0.988 1.409
10 N -0.230 1.857 -0.835
11 N -0.137 -1.062 -1.462
12 C -1.368 -3.729 -1.787
13 C 2.715 0.252 1.713
14 C 3.130 -0.816 0.765
15 C -1.940 3.202 -1.312
16 C 0.294 2.831 2.537
17 C -2.553 -1.883 -3.012
18 C -2.168 -2.433 -1.642
19 C 1.400 1.848 2.402
20 C -3.418 -2.679 -0.806
21 C 0.248 3.052 -1.122
22 C 3.222 0.681 2.895
23 C -1.605 1.937 -0.949
24 C 4.386 0.309 3.751
25 H -0.324 2.595 3.404
26 H -4.040 -3.438 -1.278
27 H -1.687 -1.752 -3.666
28 H -1.979 -4.496 -2.261
29 H -3.159 -3.037 0.194
30 H -2.894 3.659 -1.503
31 H -0.483 -3.601 -2.413
32 H -4.003 -1.764 -0.708
33 H 4.847 -1.033 2.445
34 H 0.684 3.840 2.667
35 H 2.516 2.176 4.179
36 H -1.057 -4.108 -0.810
37 H -0.293 -0.673 -2.387
38 H 1.288 3.334 -1.122
39 H -2.227 1.075 -0.785
40 H -0.653 4.857 -1.679
41 H -3.073 -0.929 -2.913
42 H -3.220 -2.584 -3.513
43 H -1.233 -1.729 0.037
44 H 0.473 -1.875 -1.570
45 H -0.331 2.801 1.649



ORCA calculation (wB97M-V/def2-TZVPD) on a structure of composition C16H19AsFPtS2.

Output
- charge = -1
- E_LUMO (Eh) = 0.0952
- E (eV) = -105375.231
- highest occupied orbital energy (Ha) = -0.11775
- orbital gap (eV) = 5.80

Cartesian coordinates (Å):
1 Pt 0.366 1.455 0.442
2 As -0.135 -0.951 -0.521
3 S -2.058 1.852 0.738
4 S 0.540 1.304 2.878
5 F 2.762 0.353 -5.385
6 C -1.912 -1.057 -1.354
7 C -3.398 0.397 2.529
8 C 0.730 -2.396 -1.580
9 C -3.618 -0.294 3.699
10 C -0.495 -2.025 1.094
11 C 1.947 1.964 -3.834
12 C 2.921 0.406 -1.754
13 C -2.585 -0.436 4.618
14 C -2.155 0.953 2.219
15 C 2.591 0.763 -4.084
16 C -1.089 0.760 3.130
17 C 3.073 -0.025 -3.052
18 C 1.843 2.413 -2.537
19 C 2.347 1.665 -1.446
20 C 2.322 2.156 -0.094
21 C -1.342 0.080 4.324
22 H 3.278 -0.209 -0.937
23 H -0.517 -0.034 5.011
24 H 0.342 -1.935 1.786
25 H 0.121 -3.297 -1.542
26 H 3.574 -0.958 -3.274
27 H 2.297 3.243 -0.003
28 H 1.373 3.370 -2.353
29 H 0.849 -2.086 -2.616
30 H -1.378 -1.640 1.603
31 H 3.076 1.717 0.555
32 H -2.756 -0.958 5.552
33 H -2.651 -0.638 -0.673
34 H -4.195 0.520 1.809
35 H -4.590 -0.726 3.899
36 H -0.651 -3.078 0.854
37 H 1.561 2.536 -4.665
38 H -1.927 -0.462 -2.265
39 H -2.178 -2.086 -1.593
40 H 1.717 -2.615 -1.177



ORCA calculation (wB97M-V/def2-TZVPD) on a structure of composition C15H38Br2NO8.

Output
- charge = -1
- E_LUMO (Eh) = 0.0825
- E (eV) = -174124.858
- highest occupied orbital energy (Ha) = -0.15963
- orbital gap (eV) = 6.59

Cartesian coordinates (Å):
1 Br 0.206 3.761 -2.139
2 Br 3.345 3.354 -2.710
3 O -3.347 -0.641 1.477
4 O 6.958 -1.894 0.566
5 O 1.145 -5.152 -1.277
6 O -4.896 3.843 -0.145
7 O 2.451 -0.296 -4.008
8 O -1.426 1.653 1.299
9 O 4.892 0.320 -0.383
10 O 1.760 -1.462 -2.310
11 N 3.530 -0.082 -0.613
12 C 3.143 0.560 -1.886
13 C 6.616 -4.278 0.363
14 C -6.035 4.199 0.630
15 C -4.285 -0.379 0.440
16 C 2.381 -0.476 -2.781
17 C 0.901 1.870 -2.141
18 C -5.668 -0.140 1.018
19 C -2.265 2.764 1.589
20 C 0.002 1.086 -1.156
21 C -7.277 3.500 0.109
22 C -1.699 3.571 2.743
23 C 2.391 1.923 -1.693
24 C 6.024 -2.895 0.162
25 C 2.293 -5.586 -0.561
26 C 2.505 -4.732 0.675
27 H 5.046 0.305 0.571
28 H 5.124 -2.776 0.763
29 H -1.383 1.107 2.092
30 H -2.328 3.377 0.691
31 H 0.745 1.507 -3.169
32 H -5.066 4.110 -1.055
33 H 2.459 2.221 -0.627
34 H 7.532 -4.396 -0.224
35 H -5.836 3.907 1.661
36 H -2.335 4.431 2.968
37 H 1.632 -4.781 1.329
38 H 1.288 -4.228 -1.534
39 H -0.696 3.928 2.503
40 H -5.651 0.703 1.712
41 H 2.138 -6.630 -0.283
42 H 0.006 1.505 -0.114
43 H -4.295 -1.229 -0.250
44 H -1.614 2.954 3.642
45 H -6.009 -1.013 1.582
46 H 5.760 -2.733 -0.886
47 H -6.160 5.287 0.596
48 H -6.392 0.069 0.227
49 H 0.221 -0.005 -1.175
50 H 3.164 -5.530 -1.224
51 H -1.042 1.180 -1.526
52 H 3.384 -5.064 1.234
53 H -7.145 2.418 0.137
54 H 3.013 0.349 0.158
55 H 4.088 0.790 -2.412
56 H -8.154 3.763 0.706
57 H -3.644 -1.425 1.952
58 H 6.886 -4.431 1.410
59 H 7.749 -1.994 0.026
60 H -3.269 2.394 1.827
61 H -3.940 0.500 -0.103
62 H -7.467 3.774 -0.932
63 H 2.640 -3.684 0.397
64 H 5.908 -5.054 0.064